{"formula": "C33H40BrI2NO17", "method": "ωB97M-V/def2-TZVPD", "lumo_energy_ha": -0.07510, "e_homo_ev": -8.922, "orbital_gap_ev": 6.88, "spin_multiplicity": 1, "energy_ev": -157401.7650, "symbols": ["C", "C", "I", "C", "I", "C", "C", "C", "C", "C", "C", "C", "C", "C", "C", "N", "C", "C", "O", "C", "C", "Br", "C", "O", "H", "H", "H", "H", "H", "H", "H", "H", "H", "H", "C", "O", "C", "O", "O", "C", "H", "H", "H", "H", "H", "H", "C", "O", "C", "O", "O", "C", "H", "H", "H", "H", "H", "H", "C", "O", "C", "O", "O", "C", "H", "H", "H", "H", "H", "H", "C", "O", "C", "O", "O", "C", "H", "H", "H", "H", "H", "H", "C", "O", "C", "O", "O", "C", "H", "H", "H", "H", "H", "H"], "coordinates": [[1.92290, 1.89045, 6.07983], [0.90969, 1.55880, 4.89141], [-0.86506, 0.37377, 5.40174], [1.15063, 2.02761, 3.57333], [-0.38218, 1.53826, 2.06541], [2.39985, 2.88806, 3.11021], [2.74184, 4.30427, 3.69464], [3.96170, 5.13347, 3.21086], [4.84659, 4.49387, 2.09980], [4.57197, 3.07893, 1.49544], [3.33139, 2.27455, 1.99949], [3.02926, 0.82115, 1.41937], [3.17777, -0.41669, 2.32456], [2.83430, -1.70043, 1.54901], [2.40734, -1.61376, 0.09344], [2.28336, -0.50407, -0.78823], [2.62065, 0.65144, -0.03406], [6.10019, 5.27176, 1.50323], [6.67079, 4.85977, 0.45775], [6.57085, 6.58847, 2.26190], [5.78892, 7.18387, 3.30408], [6.58118, 8.80077, 4.15204], [4.36423, 6.56947, 3.75556], [3.65342, 7.26702, 4.53122], [1.30758, 2.32261, 6.95660], [2.35728, 0.89933, 6.48736], [2.72449, 2.65918, 5.82102], [2.09442, 4.75614, 4.51299], [5.28523, 2.66339, 0.69602], [3.48893, -0.33884, 3.41338], [2.89786, -2.71582, 2.06855], [2.13203, -2.62197, -0.39913], [2.57160, 1.63196, -0.64433], [7.58424, 7.02578, 1.95588], [-5.21965, -4.73822, 3.44356], [-4.32779, -3.96674, 4.24701], [-4.90290, -2.91625, 4.85487], [-6.06336, -2.59673, 4.77190], [-3.95900, -2.28246, 5.57225], [-4.43175, -1.13628, 6.27729], [-4.65023, -5.55697, 3.00246], [-6.01864, -5.16399, 4.05465], [-5.63274, -4.13109, 2.63509], [-5.19919, -1.41834, 7.00142], [-4.81380, -0.38581, 5.58151], [-3.58807, -0.70596, 6.81968], [-5.07162, -4.31889, -1.03862], [-4.66509, -5.43721, -0.24901], [-4.29727, -6.51341, -0.96354], [-4.28739, -6.59596, -2.16816], [-3.94211, -7.48212, -0.10343], [-3.52462, -8.69518, -0.72812], [-5.34504, -3.51204, -0.35780], [-4.25028, -3.97416, -1.67059], [-5.94529, -4.57069, -1.64359], [-2.64143, -8.52540, -1.34782], [-4.33632, -9.12274, -1.32086], [-3.26275, -9.40250, 0.05949], [-9.21252, -2.41291, -6.17580], [-8.17815, -2.88359, -5.31397], [-8.13388, -4.22095, -5.18568], [-8.87258, -5.00915, -5.72301], [-7.12331, -4.52585, -4.35453], [-6.95605, -5.92488, -4.12325], [-9.15335, -1.32431, -6.20384], [-9.07197, -2.79293, -7.19009], [-10.19442, -2.69568, -5.78981], [-6.72547, -6.44497, -5.05559], [-7.84839, -6.34753, -3.65531], [-6.11504, -6.05325, -3.44020], [0.65338, 6.34812, -2.74793], [2.04944, 6.64031, -2.74244], [2.81318, 5.67087, -2.21049], [2.41662, 4.62248, -1.75967], [4.09316, 6.07083, -2.26695], [5.02347, 5.12765, -1.73248], [0.13704, 7.19671, -3.19798], [0.44766, 5.45981, -3.34941], [0.28245, 6.21904, -1.72866], [4.98979, 4.19222, -2.29694], [4.82486, 4.94822, -0.67761], [6.02275, 5.55168, -1.82803], [6.77426, -1.08466, -4.05900], [5.69655, -0.37960, -3.44661], [5.09162, 0.50976, -4.25251], [5.38439, 0.73991, -5.40041], [4.10462, 1.09744, -3.55647], [3.36990, 2.07401, -4.29280], [7.18595, -1.77203, -3.31912], [6.41875, -1.66715, -4.91184], [7.56285, -0.39348, -4.36490], [2.87847, 1.61782, -5.15507], [4.02318, 2.89122, -4.60767], [2.60186, 2.48140, -3.63397]], "forces_ev_per_angstrom": [[-1.1706, -0.5679, 0.6824], [1.6159, 1.6507, -2.0733], [1.5473, 0.8641, -0.1151], [-0.2503, -0.3662, 2.2197], [1.3164, 0.6371, 0.6632], [2.3923, 1.1992, -1.1083], [1.7089, -0.9281, -1.9542], [-0.1551, -3.1673, -1.7751], [-1.4983, -1.4696, 0.4111], [-2.4643, 1.6601, 2.7042], [0.6874, 2.0943, 0.6982], [0.0908, -1.9422, 0.0857], [-1.5155, 0.0584, -4.8646], [0.0872, 3.0050, -0.4755], [0.1402, -0.4105, 0.6124], [1.7141, 0.1691, 6.2248], [0.2761, 0.5715, 0.2940], [0.2990, -0.4932, -0.9756], [-1.4200, 1.4744, 3.9827], [-1.6009, 0.3771, 1.6901], [1.5382, -2.0770, -2.6111], [-1.2579, -1.7140, -0.6906], [-1.1455, 1.8941, 1.8384], [2.3910, -2.9928, -2.8871], [0.9146, -0.6251, -1.3929], [-0.4775, 1.6434, -0.7827], [-1.0912, -1.3357, 0.0667], [0.8645, -0.7394, -1.2964], [-1.3417, 0.7176, 1.4385], [-0.4795, -0.2500, -1.6747], [-0.1814, 1.6391, -1.0060], [0.5398, 1.7638, 0.9038], [0.0609, -1.6555, 1.1284], [-1.7611, -0.7184, 0.4210], [-0.2199, -0.3486, -0.2967], [-0.0660, 0.4208, 0.2949], [0.0804, -0.1222, -0.0765], [0.4729, -0.0936, 0.0582], [-0.1492, -0.2332, -0.2250], [-0.1012, 0.3473, 0.2032], [0.1573, 0.2219, 0.1537], [-0.0027, 0.2023, -0.0820], [-0.0669, -0.0314, 0.1876], [-0.0194, 0.0605, -0.1885], [-0.1043, -0.1499, 0.0854], [0.0463, -0.2576, -0.1368], [-0.1524, 0.4250, -0.2187], [0.1604, -0.4828, -0.1218], [0.0088, 0.0612, 0.2570], [0.0097, -0.0043, 0.4802], [-0.1495, 0.4135, -0.2051], [0.1566, -0.4355, -0.1334], [0.0937, -0.2670, 0.1220], [-0.1431, -0.1471, -0.0402], [0.1925, 0.0137, -0.0330], [-0.2009, 0.0228, -0.0529], [0.1396, 0.1398, -0.0570], [-0.1016, 0.2880, 0.0880], [-0.2935, 0.2120, -0.2496], [0.1057, -0.3743, 0.1169], [0.0977, 0.0203, 0.0705], [0.2839, 0.3420, 0.2070], [-0.3493, 0.2770, -0.2583], [0.1834, -0.4985, 0.1974], [0.2117, -0.1494, 0.1788], [-0.1042, -0.0928, 0.1555], [0.1220, -0.1129, -0.1279], [-0.1947, 0.0512, 0.0744], [-0.0053, 0.0354, -0.2315], [-0.0796, 0.2760, -0.1816], [-0.4435, -0.0139, -0.0213], [0.3095, -0.2703, 0.1561], [0.2233, 0.2048, -0.0525], [0.0968, 0.3249, -0.1904], [-0.6325, -0.0384, -0.1297], [0.2249, -0.2318, -0.0137], [0.3134, 0.0165, 0.0209], [0.0430, 0.0053, 0.1982], [0.0798, -0.1503, -0.1229], [-0.1156, 0.0237, 0.1428], [-0.2134, -0.0885, -0.3870], [-0.2787, 0.1680, -0.0697], [0.3254, -0.2389, -0.1208], [-0.2354, 0.2925, -0.1390], [-0.1156, 0.0166, 0.1257], [-0.0874, -0.1059, 0.4433], [0.4066, -0.2365, -0.1121], [-0.3469, 0.3149, -0.1349], [-0.2431, 0.1766, 0.0930], [0.0653, 0.1973, -0.0034], [-0.1630, -0.0593, -0.1155], [0.2130, 0.0671, 0.0000], [-0.0253, -0.1661, -0.1147], [0.2070, -0.2035, 0.1512]]}